Record 1
67
Properties=species:S:1:pos:R:3 method="wB97M-V/def2-TZVPD" orbital_gap_ev=7.0 lumo_ev=-10.19 charge=+3
Y 0.418 0.067 0.412
P 2.744 0.172 -1.043
P -0.118 2.717 -0.342
P -0.131 -2.229 1.900
H -4.576 1.526 -0.291
C -4.527 0.808 0.536
C -4.256 1.189 1.796
H -4.048 2.235 2.053
C 2.545 0.065 -2.860
C 3.693 1.731 -0.862
C 4.022 -1.102 -0.748
C -1.762 3.278 0.228
C 0.955 4.030 0.352
C -0.158 3.199 -2.107
C -1.798 -2.136 2.658
C 0.926 -2.602 3.347
C -0.215 -3.859 1.075
H -4.765 -0.236 0.294
H -4.257 0.469 2.625
H 3.529 0.254 -3.316
H 1.834 0.817 -3.234
H 2.207 -0.937 -3.160
H 4.699 1.578 -1.279
H 3.776 1.997 0.201
H 3.198 2.554 -1.394
H 4.901 -0.893 -1.376
H 3.623 -2.096 -0.994
H 4.320 -1.094 0.309
H -2.089 4.128 -0.386
H -1.702 3.592 1.277
H -2.511 2.475 0.161
H 0.706 4.982 -0.140
H 2.011 3.796 0.174
H 0.808 4.123 1.435
H -0.223 4.294 -2.195
H -1.032 2.743 -2.594
H 0.750 2.849 -2.619
H -2.225 -3.145 2.739
H -2.460 -1.512 2.040
H -1.726 -1.681 3.654
H 0.425 -3.320 4.013
H 1.133 -1.673 3.893
H 1.880 -3.023 3.002
H -0.899 -4.519 1.628
H 0.791 -4.299 1.041
H -0.585 -3.732 0.048
C -0.952 -1.667 -2.251
C -0.406 -1.782 -3.524
C -0.825 -2.863 -4.313
C -1.807 -3.740 -3.837
C -2.419 -3.524 -2.602
C -1.995 -2.462 -1.793
O -0.374 -0.786 -1.315
H 0.630 -0.438 -1.579
H 0.344 -1.068 -3.877
H -0.372 -3.019 -5.292
H -2.093 -4.606 -4.438
H -3.214 -4.187 -2.259
H -2.431 -2.279 -0.804
S 2.286 2.399 3.297
C 0.682 2.823 3.844
C -0.251 1.923 3.395
N 0.276 0.940 2.559
C 1.639 1.009 2.503
H 0.482 3.676 4.479
H -1.317 1.922 3.616
H 2.286 0.152 2.239

Record 2
67
Properties=species:S:1:pos:R:3 method="wB97M-V/def2-TZVPD" multiplicity=5 orbital_gap_ev="5.6 / 4.0" s_squared=6.042 lumo_ev="-12.72 / -16.44" charge=+4
Pt -0.838 0.058 -0.640
P -0.849 1.738 1.278
P -2.513 -1.097 -1.836
P 0.438 1.387 -2.096
H 3.556 -1.842 0.586
C 3.831 -0.778 0.512
C 3.516 0.036 1.516
H 2.960 -0.330 2.368
C -0.678 1.102 2.983
C -2.572 2.258 1.036
C 0.179 3.245 1.235
C -2.057 -2.393 -2.998
C -3.713 -1.787 -0.633
C -3.345 0.224 -2.806
C 2.136 2.021 -1.706
C -0.450 2.963 -2.490
C 0.779 0.410 -3.582
H 4.317 -0.457 -0.393
H 3.732 1.077 1.501
H 0.243 0.490 3.055
H -1.566 0.515 3.257
H -0.580 1.962 3.662
H -3.227 1.374 1.021
H -2.658 2.827 0.103
H -2.884 2.913 1.870
H 1.221 2.974 1.476
H -0.196 3.912 2.010
H 0.122 3.758 0.266
H -2.834 -2.830 -3.611
H -1.589 -3.219 -2.466
H -1.291 -2.047 -3.682
H -4.650 -2.203 -1.019
H -3.987 -1.023 0.109
H -3.232 -2.601 -0.079
H -4.322 -0.009 -3.244
H -2.692 0.513 -3.643
H -3.481 1.108 -2.167
H 2.475 2.702 -2.508
H 2.841 1.181 -1.635
H 2.149 2.573 -0.755
H 0.067 3.518 -3.294
H -0.483 3.599 -1.588
H -1.480 2.739 -2.801
H 1.434 0.936 -4.280
H -0.150 0.157 -4.090
H 1.255 -0.534 -3.267
C 3.198 -3.426 -2.930
C 4.223 -3.053 -2.038
C 5.540 -3.424 -2.251
C 5.831 -4.180 -3.414
C 4.824 -4.473 -4.389
C 3.524 -4.065 -4.140
Se 1.477 -3.102 -2.463
H 0.292 0.597 0.373
H 4.008 -2.470 -1.184
H 6.298 -3.109 -1.535
H 6.845 -4.515 -3.591
H 5.091 -4.976 -5.335
H 2.739 -4.222 -4.867
S 0.258 -3.711 2.431
C -1.200 -2.924 2.964
C -1.538 -1.906 2.103
N -0.713 -1.755 1.007
C 0.301 -2.614 1.073
H -1.752 -3.191 3.880
H -2.384 -1.211 2.238
H 0.974 -2.834 0.271

Record 3
110
Properties=species:S:1:pos:R:3 method="wB97M-V/def2-TZVPD" orbital_gap_ev=10.7 smiles="O=S1(=O)OCCO1.O=S1(=O)OCCO1.O=S1(=O)OCCO1.O=S1(=O)OCCO1.O=S1(=O)OCCO1.O=S1(=O)OCCO1.O=S1(=O)OCCO1.O=S1(=O)OCCO1.O=S1(=O)OCCO1.O=S1(=O)OCCO1" lumo_ev=-0.29
O 0.339 3.093 0.141
S 0.941 4.381 0.329
O 0.106 5.551 0.231
O 1.967 4.317 1.600
C 3.309 4.598 1.324
C 3.262 5.304 0.016
O 2.250 4.522 -0.668
H 3.825 5.167 2.099
H 3.908 3.687 1.215
H 4.237 5.321 -0.462
H 2.750 6.270 0.020
O 1.115 0.220 0.989
S 0.040 -0.548 0.423
O 0.188 -1.982 0.341
O -1.330 -0.054 1.219
C -2.419 -0.001 0.285
C -1.729 0.676 -0.901
O -0.461 0.054 -0.980
H -2.745 -1.018 0.073
H -3.168 0.707 0.631
H -1.636 1.759 -0.860
H -2.330 0.459 -1.788
O -0.964 0.466 -4.550
S 0.137 1.251 -4.076
O 1.277 0.578 -3.508
O 0.517 2.316 -5.281
C 0.297 3.675 -4.919
C 0.176 3.695 -3.418
O -0.423 2.412 -3.101
H 1.151 4.219 -5.328
H -0.545 4.138 -5.440
H -0.502 4.300 -2.820
H 1.151 3.642 -2.922
O 6.674 -0.688 -0.808
S 5.830 0.461 -0.883
O 6.072 1.646 -0.121
O 5.442 0.832 -2.404
C 4.050 1.246 -2.393
C 3.302 0.513 -1.307
O 4.318 -0.098 -0.505
H 4.056 2.306 -2.115
H 3.680 1.210 -3.411
H 2.802 -0.366 -1.713
H 2.669 1.195 -0.746
O 1.627 -5.125 0.295
S 2.603 -4.972 1.331
O 2.744 -6.104 2.181
O 3.981 -4.449 0.718
C 3.984 -3.029 0.581
C 3.253 -2.596 1.867
O 2.315 -3.628 2.160
H 5.038 -2.783 0.516
H 3.290 -2.826 -0.242
H 2.633 -1.714 1.719
H 3.961 -2.530 2.696
O 3.092 -0.011 5.011
S 2.201 -1.132 5.128
O 2.644 -2.478 5.352
O 0.986 -0.763 6.137
C -0.259 -1.295 5.724
C -0.070 -1.713 4.245
O 1.179 -1.164 3.891
H -0.568 -2.123 6.362
H -1.037 -0.539 5.804
H -0.867 -1.354 3.596
H -0.092 -2.803 4.179
O -5.512 2.556 -4.770
S -5.146 2.453 -3.383
O -4.505 3.547 -2.713
O -6.359 1.897 -2.443
C -6.593 0.533 -2.804
C -5.189 -0.039 -3.240
O -4.306 1.077 -3.099
H -7.030 0.063 -1.930
H -7.231 0.457 -3.684
H -5.125 -0.442 -4.245
H -4.833 -0.711 -2.462
O -2.572 -4.356 -3.700
S -2.189 -2.996 -3.986
O -3.153 -2.064 -4.473
O -1.327 -2.406 -2.737
C 0.038 -2.782 -2.827
C 0.354 -2.840 -4.340
O -0.923 -2.978 -4.956
H 0.656 -2.006 -2.374
H 0.309 -3.669 -2.253
H 0.852 -3.757 -4.648
H 0.830 -1.923 -4.675
O -2.818 3.049 4.865
S -1.526 2.974 5.506
O -1.445 2.836 6.943
O -0.682 1.724 4.941
C -0.143 2.112 3.678
C 0.343 3.546 3.857
O -0.440 4.091 4.949
H 0.641 1.423 3.375
H -0.881 2.143 2.875
H 0.235 4.160 2.970
H 1.383 3.616 4.175
O -3.766 -5.659 -0.850
S -3.712 -4.521 0.055
O -4.590 -3.460 -0.358
O -3.996 -5.058 1.583
C -2.883 -4.768 2.433
C -2.012 -3.722 1.730
O -2.174 -4.057 0.352
H -3.221 -4.287 3.352
H -2.263 -5.619 2.705
H -0.970 -3.753 2.038
H -2.348 -2.684 1.805

Record-wise ΔE to the lowest compared entry with this formula, charge and spin values, in kcal per mole: 9.1 15.0 34.3
Record-wise E_tot values, in eV: -64645.990 -130129.179 -211630.083